No. 1
A 2-piece molecular cluster, C6H6N2O2 overall at a distorted geometry. Source: the Open Molecules 2025 dataset; level of theory: the ωB97M-V functional and the def2-TZVPD basis.

Structure (ORCA input):
```
! wB97M-V def2-TZVPD RIJCOSX def2/J DEFGRID3
* xyz 0 1
C 3.30602 -1.64398 4.35346
C 2.31923 -1.37357 3.77125
C -1.62837 -0.28827 -0.32520
C -2.27101 0.00870 -1.56959
C -1.66508 0.84623 -2.44883
C 0.43832 0.91384 -1.23113
H 4.20558 -1.68871 5.07871
H 1.50866 -1.11855 3.11557
H 0.41117 -0.06563 0.34487
H -3.20923 -0.38958 -1.76915
H -2.20720 0.90621 -3.33687
H 0.03435 2.05526 -3.01635
N -0.28943 0.08420 -0.38974
N -0.28191 1.07698 -2.43849
O -2.10630 -0.82466 0.66169
O 1.43522 1.50151 -0.80021
*
```

HOMO-LUMO gap = 10.08 eV
LUMO level = 0.19 eV
ΔE to the lowest compared entry with this formula, charge and spin = 3.0682 eV
Structure (SMILES) = O=c1cc[nH]c(=O)[nH]1.C#C
E_tot = -13391.5585 eV
F_max = 5.62 eV/Å

Here are the natural (NBO) charges for atoms 1 to 2, given in e: C -0.246; C -0.245

---

No. 2
C57H46BrN4O3PtS as an isolated structure. Source: the Open Molecules 2025 dataset; level of theory: the ωB97M-V functional and the def2-TZVPD basis.

Structure (ORCA input):
```
! wB97M-V def2-TZVPD RIJCOSX def2/J DEFGRID3
* xyz 1 5
Pt 0.18986 -0.28562 -0.22797
C 1.13122 5.33417 -5.32146
C 2.10185 4.40126 -4.98142
C 1.81289 3.39642 -4.07276
C 0.55373 3.33302 -3.47768
C -0.41719 4.27145 -3.82443
C -0.13083 5.26500 -4.74754
C 0.28197 2.25835 -2.50430
C -0.10899 2.57462 -1.21132
C -0.34979 3.93130 -0.71740
C -0.72866 3.83057 0.55886
C -0.68329 2.41235 0.91529
C -0.94963 1.92795 2.15330
C -1.26551 2.87014 3.25728
C -0.29718 3.75533 3.71713
C -0.58509 4.61537 4.76766
C -1.83828 4.59722 5.36076
C -2.81072 3.71737 4.90191
C -2.52223 2.85281 3.85846
C -0.82991 0.52571 2.52811
N -0.28474 -0.42761 1.75643
C -0.06793 -1.51490 2.55326
C 0.65443 -2.69021 2.17314
C 1.15277 -3.58183 3.25758
C 2.52462 -3.63725 3.48287
C 3.03441 -4.44612 4.48903
C 2.17638 -5.20279 5.27220
C 0.80659 -5.15383 5.04756
C 0.29541 -4.34402 4.04530
C 0.93000 -3.01154 0.88216
C 1.45514 -4.31219 0.44277
C 1.43731 -4.31608 -0.88986
C 0.95720 -2.99570 -1.32552
N 0.65231 -2.25552 -0.24624
C 0.88798 -2.58901 -2.65533
C 0.64254 -1.26408 -3.06559
C 0.61765 -0.80843 -4.40937
C 0.49135 0.55646 -4.36142
C 0.43669 0.91308 -2.99188
N 0.51194 -0.18955 -2.22090
C 1.16840 -3.59800 -3.71448
C 2.39566 -3.60286 -4.36984
C 2.65514 -4.55119 -5.34821
C 1.68819 -5.49022 -5.68048
C 0.46204 -5.48492 -5.03212
C 0.20254 -4.54151 -4.04723
C -0.56971 -1.24721 3.87170
C -1.05245 0.02015 3.85565
N -0.32171 1.68973 -0.21069
H 1.35586 6.11152 -6.03880
H 3.08672 4.45412 -5.42420
H 2.56953 2.67519 -3.79147
H -1.41103 4.20067 -3.39935
H -0.89398 5.98128 -5.01867
H -0.22891 4.82917 -1.29606
H -1.02156 4.62033 1.22812
H 0.68708 3.75118 3.26576
H 0.17538 5.29581 5.12582
H -2.05874 5.26488 6.18227
H -3.79218 3.70659 5.35601
H -3.28332 2.17456 3.49093
H 3.18419 -3.02553 2.87938
H 4.10139 -4.47771 4.66130
H 2.57329 -5.83237 6.05648
H 0.13587 -5.75103 5.64945
H -0.77115 -4.32687 3.85611
H 1.74209 -5.10555 1.11152
H 1.71995 -5.10820 -1.56159
H 0.68640 -1.43998 -5.27809
H 0.43210 1.24742 -5.18448
H 3.14463 -2.86604 -4.10862
H 3.61243 -4.55764 -5.85111
H 1.89015 -6.22655 -6.44667
H -0.29390 -6.21363 -5.29087
H -0.75217 -4.53358 -3.53604
H -0.52253 -1.92439 4.70494
H -1.46542 0.57856 4.67645
C -5.57185 1.17632 1.91416
C -5.00975 -0.23654 1.86118
C -4.64676 -0.67715 0.44900
S -3.23579 0.26866 -0.16884
O -2.21252 -0.77901 -0.57654
C -3.86531 0.98724 -1.70628
C -3.70717 0.07431 -2.91594
C -4.66740 -1.10502 -2.93997
H -5.85392 1.45359 2.92895
H -6.46329 1.26657 1.29070
H -4.84511 1.91411 1.56550
H -5.74087 -0.94440 2.25663
H -4.12243 -0.31875 2.49881
H -5.48960 -0.57586 -0.23463
H -4.28783 -1.70677 0.41500
H -3.29150 1.90677 -1.83554
H -4.90325 1.26482 -1.51140
H -2.67783 -0.29129 -2.93706
H -3.84020 0.69454 -3.80523
H -4.44284 -1.81514 -2.14345
H -4.59077 -1.64301 -3.88381
H -5.70502 -0.78257 -2.83036
Br 2.36503 0.79023 3.57753
C 3.99184 1.14017 2.65226
C 5.10953 1.39474 3.43239
C 6.31619 1.69623 2.82135
C 6.39394 1.76548 1.43686
C 5.26251 1.52867 0.67619
C 4.04602 1.19682 1.26882
C 2.88068 0.92802 0.34953
O 2.63925 1.70131 -0.56253
O 2.22126 -0.13969 0.65215
H 5.03211 1.35897 4.50977
H 7.18910 1.88794 3.43015
H 7.33045 2.00968 0.95555
H 5.29659 1.60015 -0.40240
*
```

HOMO-LUMO gap (spin up / spin down) = 4.91 / 4.83 eV
LUMO level (spin up / spin down) = -3.42 / -5.79 eV
⟨S²⟩ = 6.0331
E_tot = -156076.6524 eV
F_max = 0.59 eV/Å

Here are the Mulliken charges for atoms 1 to 2, given in e: Pt 0.261; C -0.453

---

No. 3
A 13-piece molecular cluster, H26O13 overall at a distorted geometry. Source: the Open Molecules 2025 dataset; level of theory: the ωB97M-V functional and the def2-TZVPD basis.

Structure (ORCA input):
```
! wB97M-V def2-TZVPD RIJCOSX def2/J DEFGRID3
* xyz 0 1
H -0.99809 -0.51345 1.03614
H -0.26591 0.69403 0.47404
H 3.94178 -1.37793 -1.29586
H 3.07099 -0.48034 -2.15964
H 1.78414 -0.64520 -0.13679
H 2.81362 -1.66751 0.31608
H 2.73799 -3.37460 1.66357
H 3.84732 -2.53088 2.26983
H 3.59514 1.70136 -0.55444
H 2.47975 0.97444 -1.28760
H -1.81306 -3.77768 -1.64685
H -2.22156 -3.07307 -0.36361
H -4.65618 -0.13774 0.89653
H -5.58283 1.03893 1.15500
H -2.51978 2.63328 -1.59723
H -1.45503 3.12552 -0.63076
H 1.61234 4.88790 -0.20273
H 0.95611 3.82758 -1.07171
H 0.81153 -1.83897 -2.42498
H 1.11619 -3.28240 -2.05931
H 1.57840 3.13405 2.34639
H 0.65058 4.33363 2.44735
H -4.26934 -2.48374 2.08302
H -2.76916 -2.24582 2.13698
H -2.73015 0.46010 -2.05006
H -1.94733 -0.39780 -3.03049
O -0.11497 -0.19190 0.82236
O 3.99199 -0.67004 -1.94806
O 2.06386 -1.15193 0.63391
O 3.33703 -3.33509 2.41761
O 3.06932 0.89397 -0.52937
O -2.43293 -3.12482 -1.30256
O -4.65006 0.80899 1.07722
O -2.34990 3.31329 -0.93562
O 0.82030 4.34261 -0.26841
O 0.61742 -2.51254 -1.76346
O 1.54888 4.04857 2.64932
O -3.47514 -2.74550 2.56231
O -2.39673 0.45145 -2.95435
*
```

HOMO-LUMO gap = 10.08 eV
LUMO level = -0.71 eV
ΔE to the lowest compared entry with this formula, charge and spin = 4.8624 eV
E_tot = -27037.0846 eV
F_max = 2.19 eV/Å

Here are the natural (NBO) charges for atoms 1 to 2, given in e: H 0.464; H 0.461